Record 1
ORCA calculation (wB97M-V/def2-TZVPD) on 10 unconnected molecules or ions with the total composition C26H77N5O10 at a distorted geometry.

Structure (ORCA input):
```
! RIJCOSX wB97M-V def2-TZVPD def2/J DEFGRID3
* xyz 0 1
C 21.69170 -6.68481 19.19601
C 20.37338 -6.52380 19.99265
O 19.43371 -7.51518 19.59543
H 22.51230 -6.03271 19.49515
H 21.68537 -6.55853 18.11337
H 22.05194 -7.70874 19.29550
H 19.85796 -5.56751 19.90350
H 20.50667 -6.55808 21.07393
H 18.58485 -7.55186 20.04230
C 17.07341 -8.33561 13.28653
C 17.12134 -8.31438 14.78359
O 18.48076 -7.99197 15.02791
H 16.14938 -8.55318 12.75087
H 17.59682 -9.20026 12.87847
H 17.24899 -7.33404 12.89396
H 16.74001 -9.30077 15.04764
H 16.53016 -7.45634 15.10355
H 18.49473 -7.90458 15.98382
C 21.97264 -0.17303 19.82806
C 22.21021 0.84610 18.76268
O 21.33790 1.96234 18.84508
H 22.22673 0.17514 20.82921
H 22.62788 -1.03813 19.72622
H 20.95284 -0.55253 19.76417
H 22.19093 0.41211 17.76298
H 23.20956 1.26719 18.87263
H 21.61929 2.65066 18.23792
O 26.36379 -6.12258 14.37823
H 26.44623 -5.77935 15.26796
H 25.47964 -6.48763 14.34280
O 21.28012 -9.85639 24.03057
H 22.13562 -9.48929 23.80786
H 20.88678 -9.20989 24.61671
C 23.28586 -13.09328 18.85282
C 22.93604 -13.95852 20.05372
C 23.92038 -13.81413 21.22876
O 25.24577 -13.82327 20.73358
C 26.18083 -14.20543 21.78580
N 21.60079 -13.63006 20.42151
H 23.47825 -12.09726 19.25160
H 22.57604 -13.06104 18.02626
H 24.26389 -13.40555 18.48669
H 22.91613 -14.98122 19.67716
H 23.71571 -14.57262 21.98434
H 23.71031 -12.90534 21.79275
H 27.16840 -14.03762 21.35610
H 26.12439 -15.23513 22.13885
H 26.19702 -13.61813 22.70389
H 21.68343 -12.76198 20.93114
H 20.90803 -13.36836 19.73470
C 13.82239 -8.70716 20.18372
C 13.85319 -9.78081 21.29209
C 14.21978 -9.16720 22.62534
O 15.39055 -8.40766 22.49133
C 15.73094 -7.88479 23.73678
N 12.58114 -10.48227 21.31329
H 14.76243 -8.21777 19.92889
H 13.12791 -7.89886 20.41274
H 13.41814 -9.09931 19.25050
H 14.64166 -10.47323 20.99720
H 14.30833 -9.92758 23.40128
H 13.42024 -8.51168 22.97050
H 16.63453 -7.30738 23.54128
H 16.09898 -8.57278 24.49791
H 15.08224 -7.13406 24.18811
H 12.55671 -11.42202 20.94400
H 12.12538 -10.43177 22.21319
C 22.77803 -9.55541 12.19451
C 22.94483 -8.30523 11.35555
C 22.23105 -8.39325 9.98915
O 22.18851 -7.20702 9.24143
C 23.44318 -6.66242 8.93693
N 22.44839 -7.17134 12.13394
H 21.72588 -9.84015 12.19703
H 23.15687 -9.36051 13.19780
H 23.31090 -10.35462 11.67933
H 24.01916 -8.17863 11.22182
H 21.18881 -8.68483 9.85947
H 22.77517 -9.19108 9.48368
H 23.40772 -5.76426 8.32035
H 24.14853 -7.34204 8.45872
H 23.88687 -6.28416 9.85789
H 22.15496 -6.41261 11.53534
H 21.57927 -7.40067 12.59451
C 10.86877 -3.95590 24.12916
C 11.07448 -2.69721 23.35227
C 12.18377 -2.71705 22.31054
O 13.56632 -2.64799 22.76930
C 14.52720 -3.12222 21.79710
N 9.74630 -2.45358 22.79278
H 11.81980 -4.36089 24.47502
H 10.37607 -4.75100 23.56956
H 10.12414 -3.83643 24.91615
H 11.38094 -1.85825 23.97704
H 12.06556 -1.88317 21.61861
H 12.06995 -3.59054 21.66855
H 15.52190 -2.94354 22.20543
H 14.50802 -2.55831 20.86450
H 14.36980 -4.19621 21.69779
H 9.21573 -2.39408 23.65013
H 9.78675 -1.49784 22.46871
C 27.16632 -6.91297 24.47043
C 26.26948 -7.09177 23.16372
C 27.10509 -6.60445 21.95152
O 27.12740 -5.18758 22.00112
C 27.77245 -4.59986 20.87659
N 26.10785 -8.50195 23.03062
H 26.50172 -7.32255 25.23112
H 27.44073 -5.86681 24.60590
H 28.10533 -7.45032 24.33769
H 25.29249 -6.61500 23.24302
H 26.62972 -6.97870 21.04483
H 28.12927 -6.97709 21.96880
H 27.97657 -3.53513 20.98972
H 27.09990 -4.65353 20.02050
H 28.71264 -5.06822 20.58545
H 26.64287 -8.88333 22.26355
H 26.17674 -8.91786 23.94843
*
```

Results
E = -56128.96035 eV
SMILES = COC[C@H](C)N.COC[C@H](C)N.COC[C@H](C)N.COC[C@H](C)N.COC[C@H](C)N.CCO.CCO.CCO.O.O
energy relative to the best compared isomer or geometry (same formula, charge and spin) = 457.0 kJ/mol

Record 2
ORCA calculation (wB97M-V/def2-TZVPD) on a molecular structure, C28H26AuN3O8.

Structure (ORCA input):
```
! RIJCOSX wB97M-V def2-TZVPD def2/J DEFGRID3
* xyz 0 1
Au -1.29593 -0.47316 -0.54628
O 0.45796 -2.41016 -4.99529
C 1.63465 -2.63150 -4.38374
C 2.75267 -2.79664 -5.20407
C 3.99737 -3.02559 -4.65583
C 4.16306 -3.09301 -3.27410
C 3.06099 -2.92648 -2.46108
C 1.78885 -2.69717 -2.98885
C 0.67246 -2.50612 -2.02437
O 0.87534 -2.41751 -0.80299
N -0.55942 -2.42076 -2.58244
N -1.50128 -2.13334 -1.65820
C -2.55101 -2.85769 -1.53257
C -3.64064 -2.69193 -0.59993
C -4.80337 -3.44600 -0.81652
C -5.84446 -3.43267 0.08213
C -5.71738 -2.67384 1.24642
C -4.58011 -1.93497 1.49077
C -3.52626 -1.91585 0.56703
O -2.45708 -1.19332 0.87397
H -0.22404 -2.29520 -4.29595
H 2.60939 -2.73473 -6.27461
H 4.85091 -3.15110 -5.31058
H 5.13972 -3.27193 -2.84520
H 3.14999 -2.97106 -1.38339
H -2.58203 -3.71299 -2.19975
H -4.86689 -4.05059 -1.71345
H -6.73826 -4.01100 -0.10365
H -6.52096 -2.66379 1.97200
H -4.46980 -1.35263 2.39579
O -1.30893 1.37793 0.47391
C -1.74077 1.61933 1.61921
C -2.43277 2.91334 1.90635
C -1.46924 3.70602 2.83620
C 0.03173 3.36671 2.68713
C 0.55033 2.12662 3.44509
C 0.06925 0.77974 2.89641
N -1.39169 0.88639 2.69273
H -3.38861 2.73205 2.40269
H -2.62293 3.42612 0.96673
H -1.76541 3.56115 3.87902
H -1.60939 4.76637 2.62720
H 0.59696 4.22370 3.05618
H 0.28578 3.28356 1.62788
H 0.24901 2.21037 4.49620
H 1.64266 2.13216 3.43723
H 0.28044 -0.04075 3.57908
H 0.52810 0.54843 1.93774
H -1.85348 1.20254 3.53569
O 0.45958 2.26049 -2.83925
C 0.47708 1.41870 -1.97369
O -0.30300 0.34375 -2.05454
C 1.43088 1.53948 -0.81921
C 2.01431 0.43037 -0.22400
C 2.95415 0.56849 0.80557
C 3.25634 1.84605 1.19924
O 4.07622 2.25894 2.22051
C 4.23107 3.66053 2.00579
O 3.11785 4.09415 1.23249
C 2.68048 2.95476 0.59652
C 1.77667 2.84121 -0.42292
H 1.75722 -0.56527 -0.56211
H 3.41632 -0.29412 1.26556
H 5.15609 3.83940 1.44666
H 4.23218 4.17565 2.96297
H 1.34107 3.69837 -0.91754
*
```

Results
E = -53998.28221 eV
energy relative to the best compared isomer or geometry (same formula, charge and spin) = 91.4 kJ/mol

Record 3
ORCA calculation (wB97M-V/def2-TZVPD) on a molecular structure, C23H35N4PdS2.

Structure (ORCA input):
```
! RIJCOSX wB97M-V def2-TZVPD def2/J DEFGRID3
* xyz -1 1
Pd 1.23050 -0.02216 -0.44825
C -0.98167 -1.28684 0.59784
C -0.24178 -0.26247 1.28080
C -0.89965 0.98596 0.93149
C -2.01193 0.65866 0.12198
C -2.06589 -0.73499 -0.08642
C -3.12057 -1.52410 -0.83533
C -4.05413 -0.59809 -1.61667
C -2.45986 -2.50936 -1.80803
C -3.98465 -2.32409 0.15384
C -0.54145 2.43480 1.27852
C -1.36992 3.40138 0.41870
C 0.95408 2.74459 0.99019
C -0.89510 2.77890 2.73601
C 0.56609 -0.66722 2.53169
C 1.72134 0.27002 2.90242
C -0.39076 -0.76289 3.73966
C 1.16727 -2.06702 2.33402
H -0.79901 -2.34963 0.69807
H -2.67329 1.37822 -0.34263
H -3.50662 0.00804 -2.34318
H -4.57217 0.08902 -0.94330
H -4.80743 -1.18073 -2.15733
H -1.72933 -1.99789 -2.44016
H -3.20762 -2.99430 -2.44768
H -1.92352 -3.28997 -1.26357
H -4.48600 -1.64492 0.84750
H -3.35569 -2.99627 0.74082
H -4.74548 -2.92099 -0.36661
H -1.16209 3.25533 -0.64437
H -1.10865 4.43115 0.68143
H -2.44189 3.26927 0.58265
H 1.32123 1.99944 0.26010
H 1.57210 2.69774 1.88858
H 1.07521 3.74417 0.55804
H -1.97037 2.65521 2.89478
H -0.63194 3.81949 2.96223
H -0.38460 2.14354 3.45349
H 1.38570 1.23575 3.27357
H 2.35083 0.45744 2.02971
H 2.32321 -0.18653 3.69729
H -0.83824 0.20595 3.96372
H 0.13033 -1.11748 4.63930
H -1.20340 -1.45759 3.51225
H 1.70703 -2.12043 1.38652
H 0.39566 -2.83987 2.32168
H 1.84680 -2.29655 3.16137
N -0.87738 0.88099 -2.98917
C 0.34092 0.57197 -3.50082
N 1.38533 0.35986 -2.76815
C 2.49638 0.08387 -3.52602
C 2.31484 0.09018 -4.86494
S 0.66286 0.46892 -5.21743
C 3.71115 -0.23228 -2.75297
C 4.98577 -0.35039 -3.18458
S 6.01366 -0.75216 -1.85215
C 4.61795 -0.73544 -0.80634
N 3.51113 -0.45140 -1.40540
N 4.69732 -0.95626 0.53823
H -0.99231 0.71072 -1.98559
H -1.68713 0.72011 -3.56103
H 3.01913 -0.12810 -5.65066
H 5.38341 -0.22115 -4.17809
H 5.44122 -1.53051 0.88995
H 3.79310 -1.04060 0.98838
*
```

Results
E = -55530.81008 eV